# 1
# C5H13NO

A single C5H13NO molecule (ωB97M-V with the def2-TZVPD basis set, the Open Molecules 2025 dataset).

Geometry as ORCA input:
```
! RIJCOSX wB97M-V def2-TZVPD def2/J DEFGRID3
* xyz 0 1
C 2.24 0.16 -0.16
N 1.19 0.06 0.85
C -0.06 -0.63 0.53
C -1.06 0.13 -0.40
C -0.66 0.34 -1.83
O -1.31 1.37 0.22
C -0.79 -0.99 1.83
H 3.06 0.67 0.34
H 1.96 0.79 -1.01
H 2.59 -0.81 -0.50
H 0.95 1.03 1.06
H 0.18 -1.54 -0.04
H -1.98 -0.47 -0.40
H -0.38 -0.60 -2.31
H 0.18 1.02 -1.93
H -1.53 0.76 -2.35
H -1.72 1.95 -0.42
H -1.59 -0.28 2.08
H -1.20 -2.00 1.79
H -0.07 -0.98 2.65
*
```

Summary:
Gap between HOMO and LUMO in eV: 9.48
Energy in eV: -8932.93807
ΔE to the lowest compared entry with this formula, charge and spin in kcal/mol: 24.7
Structure (SMILES): CN[C@@H](C)[C@H](C)O
HOMO level in Eh: -0.31591


# 2
# C5H13NO

A 2-piece molecular cluster, C5H13NO overall at a distorted geometry (ωB97M-V with the def2-TZVPD basis set, the Open Molecules 2025 dataset).

Geometry as ORCA input:
```
! RIJCOSX wB97M-V def2-TZVPD def2/J DEFGRID3
* xyz 0 1
C -2.49 0.27 0.61
C -1.30 1.04 1.14
C 0.01 0.35 0.88
C 1.22 0.85 1.11
C 2.53 0.20 0.73
N -2.69 0.34 -0.85
H -3.42 0.67 1.04
H -2.49 -0.78 0.90
H -1.45 1.22 2.22
H -1.30 2.07 0.76
H -0.05 -0.60 0.35
H 1.31 1.79 1.66
H 2.77 0.40 -0.31
H 2.52 -0.86 0.94
H 3.33 0.64 1.33
H -3.07 1.26 -1.06
H -1.80 0.35 -1.33
H 1.78 -3.39 -4.01
H 2.30 -2.46 -2.93
O 2.29 -3.38 -3.19
*
```

Summary:
Gap between HOMO and LUMO in eV: 9.93
Energy in eV: -8932.52626
ΔE to the lowest compared entry with this formula, charge and spin in kcal/mol: 34.2
Structure (SMILES): C/C=C/CCN.O
HOMO level in Eh: -0.33991


# 3
# C5H13NO

A 2-piece molecular cluster, C5H13NO overall at a distorted geometry (ωB97M-V with the def2-TZVPD basis set, the Open Molecules 2025 dataset).

Geometry as ORCA input:
```
! RIJCOSX wB97M-V def2-TZVPD def2/J DEFGRID3
* xyz 0 1
C -0.55 1.44 1.02
C 0.44 0.41 0.40
N 1.50 -1.48 -1.65
C 0.60 -1.89 -0.59
C -0.15 -0.98 0.05
C 0.41 -3.39 -0.66
H -1.56 1.27 0.63
H -0.52 1.38 2.10
H -0.28 2.39 0.55
H 1.29 0.18 1.02
H 0.68 0.89 -0.54
H 2.43 -1.86 -1.42
H 1.61 -0.47 -1.62
H -1.16 -1.17 0.36
H 0.56 -3.83 0.33
H -0.63 -3.73 -0.74
H 1.05 -3.82 -1.42
H -1.46 4.10 1.76
H -2.48 4.17 0.60
O -1.79 4.67 1.05
*
```

Summary:
Gap between HOMO and LUMO in eV: 9.00
Energy in eV: -8932.01020
ΔE to the lowest compared entry with this formula, charge and spin in kcal/mol: 46.1
Structure (SMILES): CC/C=C(/C)N.O
HOMO level in Eh: -0.29734


# 4
# C5H13NO

A 2-piece molecular cluster, C5H13NO overall (ωB97M-V with the def2-TZVPD basis set, the Open Molecules 2025 dataset).

Geometry as ORCA input:
```
! RIJCOSX wB97M-V def2-TZVPD def2/J DEFGRID3
* xyz 0 1
N 0.34 -0.14 -0.78
C -0.26 1.20 -0.86
C -1.53 1.15 0.00
C -1.88 -0.33 0.01
C -0.49 -1.01 0.05
C 0.04 -1.17 1.47
H 0.58 -0.50 -1.68
H -0.52 1.44 -1.89
H 0.43 1.97 -0.52
H -1.31 1.49 1.02
H -2.32 1.76 -0.40
H -2.54 -0.68 0.81
H -2.34 -0.61 -0.94
H -0.58 -1.99 -0.40
H -0.60 -1.87 2.02
H 1.05 -1.55 1.49
H 0.01 -0.22 2.01
H 2.17 0.14 -0.09
H 3.50 -0.09 0.68
O 3.13 0.27 -0.14
*
```

Summary:
Gap between HOMO and LUMO in eV: 9.99
Energy in eV: -8933.55662
ΔE to the lowest compared entry with this formula, charge and spin in kcal/mol: 10.5
Structure (SMILES): C[C@H]1CCCN1.O
HOMO level in Eh: -0.33261


Which of these has the lowest ΔE to the lowest compared entry with this formula, charge and spin?
number 4


Number 4 is which compound?
C5H13NO


What did the fourth record say?
# C5H13NO

A 2-piece molecular cluster, C5H13NO overall (ωB97M-V with the def2-TZVPD basis set, the Open Molecules 2025 dataset).

Geometry as ORCA input:
```
! RIJCOSX wB97M-V def2-TZVPD def2/J DEFGRID3
* xyz 0 1
N 0.34 -0.14 -0.78
C -0.26 1.20 -0.86
C -1.53 1.15 0.00
C -1.88 -0.33 0.01
C -0.49 -1.01 0.05
C 0.04 -1.17 1.47
H 0.58 -0.50 -1.68
H -0.52 1.44 -1.89
H 0.43 1.97 -0.52
H -1.31 1.49 1.02
H -2.32 1.76 -0.40
H -2.54 -0.68 0.81
H -2.34 -0.61 -0.94
H -0.58 -1.99 -0.40
H -0.60 -1.87 2.02
H 1.05 -1.55 1.49
H 0.01 -0.22 2.01
H 2.17 0.14 -0.09
H 3.50 -0.09 0.68
O 3.13 0.27 -0.14
*
```

Summary:
Gap between HOMO and LUMO in eV: 9.99
Energy in eV: -8933.55662
ΔE to the lowest compared entry with this formula, charge and spin in kcal/mol: 10.5
Structure (SMILES): C[C@H]1CCCN1.O
HOMO level in Eh: -0.33261


The highest gap between HOMO and LUMO belongs to which entry?
number 4